Entry 1:
{"formula": "C52H68F22N2O14SSi", "method": "wB97M-V/def2-TZVPD", "elements": ["C", "Si", "C", "C", "C", "C", "C", "C", "C", "C", "C", "C", "C", "C", "C", "C", "C", "F", "C", "N", "S", "N", "C", "C", "C", "C", "C", "C", "C", "H", "H", "H", "H", "H", "H", "H", "H", "H", "H", "H", "H", "H", "H", "H", "H", "H", "H", "H", "H", "H", "H", "H", "H", "H", "H", "H", "H", "H", "H", "H", "H", "H", "C", "C", "O", "C", "O", "C", "F", "F", "F", "H", "H", "H", "H", "H", "C", "C", "O", "C", "O", "C", "F", "F", "F", "H", "H", "H", "H", "H", "C", "C", "O", "C", "O", "C", "F", "F", "F", "H", "H", "H", "H", "H", "C", "C", "O", "C", "O", "C", "F", "F", "F", "H", "H", "H", "H", "H", "C", "C", "O", "C", "O", "C", "F", "F", "F", "H", "H", "H", "H", "H", "C", "C", "O", "C", "O", "C", "F", "F", "F", "H", "H", "H", "H", "H", "C", "C", "O", "C", "O", "C", "F", "F", "F", "H", "H", "H", "H", "H"], "coordinates": [[-0.70, 5.35, -0.59], [-1.41, 5.87, 1.09], [-2.66, 7.25, 0.74], [0.06, 6.43, 2.12], [-0.25, 6.78, 3.60], [0.79, 6.16, 4.55], [0.44, 4.75, 5.03], [1.45, 4.30, 6.10], [2.49, 3.28, 5.63], [3.09, 3.59, 4.25], [4.63, 3.86, 4.26], [5.21, 3.25, 3.03], [6.03, 2.21, 3.01], [6.49, 1.69, 1.76], [6.13, 2.21, 0.60], [6.55, 1.66, -0.74], [5.30, 0.98, -1.33], [5.56, -0.29, -1.77], [5.28, 3.33, 0.58], [4.84, 3.97, -0.49], [3.92, 5.15, 0.09], [4.04, 4.89, 1.66], [4.83, 3.84, 1.80], [-2.32, 4.37, 1.77], [-2.79, 4.24, 3.05], [-3.45, 3.14, 3.49], [-3.68, 2.11, 2.63], [-3.24, 2.21, 1.35], [-2.56, 3.31, 0.92], [-1.47, 5.26, -1.35], [0.03, 6.10, -0.90], [-0.16, 4.41, -0.49], [-2.62, 7.49, -0.32], [-2.40, 8.13, 1.31], [-3.67, 6.93, 0.94], [0.43, 7.34, 1.65], [0.86, 5.70, 2.03], [-1.26, 6.55, 3.91], [-0.14, 7.86, 3.71], [0.87, 6.80, 5.43], [1.76, 6.22, 4.06], [0.54, 4.09, 4.16], [-0.59, 4.68, 5.35], [0.90, 3.85, 6.93], [1.95, 5.16, 6.54], [2.01, 2.31, 5.59], [3.29, 3.24, 6.36], [2.62, 4.41, 3.73], [2.95, 2.70, 3.63], [5.10, 3.49, 5.16], [4.73, 4.94, 4.14], [6.33, 1.76, 3.94], [7.13, 0.83, 1.79], [7.37, 0.96, -0.61], [6.80, 2.53, -1.33], [4.56, 0.90, -0.54], [4.86, 1.61, -2.09], [-2.67, 5.04, 3.76], [-3.78, 3.13, 4.52], [-4.22, 1.24, 2.98], [-3.41, 1.40, 0.66], [-2.26, 3.31, -0.11], [-3.97, -1.62, -3.60], [-2.96, -0.52, -3.84], [-3.59, 0.75, -4.12], [-4.07, 1.41, -3.07], [-4.03, 1.06, -1.93], [-4.65, 2.75, -3.53], [-5.44, 2.60, -4.60], [-3.67, 3.60, -3.87], [-5.37, 3.32, -2.57], [-4.66, -1.69, -4.43], [-3.46, -2.57, -3.47], [-4.56, -1.42, -2.70], [-2.36, -0.75, -4.72], [-2.28, -0.42, -3.00], [5.19, 1.03, -9.94], [3.88, 1.74, -10.18], [2.82, 0.79, -10.42], [2.28, 0.20, -9.37], [2.56, 0.37, -8.21], [1.18, -0.74, -9.86], [1.60, -1.48, -10.88], [0.12, -0.05, -10.29], [0.74, -1.58, -8.92], [5.42, 0.36, -10.77], [6.00, 1.75, -9.84], [5.16, 0.43, -9.03], [3.95, 2.35, -11.08], [3.61, 2.40, -9.36], [1.54, -2.59, -1.52], [1.06, -3.31, -2.76], [0.40, -4.54, -2.40], [-0.82, -4.40, -1.91], [-1.39, -3.36, -1.77], [-1.41, -5.77, -1.56], [-0.54, -6.52, -0.87], [-1.74, -6.44, -2.66], [-2.50, -5.64, -0.81], [2.18, -3.25, -0.93], [2.10, -1.70, -1.78], [0.70, -2.30, -0.89], [1.89, -3.58, -3.40], [0.39, -2.68, -3.35], [-3.55, -7.21, 1.49], [-4.27, -8.13, 2.46], [-3.99, -7.77, 3.82], [-4.66, -6.73, 4.30], [-5.47, -6.08, 3.72], [-4.26, -6.50, 5.77], [-2.93, -6.53, 5.93], [-4.78, -7.44, 6.56], [-4.70, -5.32, 6.20], [-2.48, -7.20, 1.71], [-3.70, -7.54, 0.47], [-3.91, -6.19, 1.59], [-3.91, -9.15, 2.34], [-5.34, -8.14, 2.28], [7.13, -3.28, 2.72], [5.83, -4.03, 2.51], [4.70, -3.14, 2.54], [4.48, -2.45, 1.43], [5.13, -2.49, 0.43], [3.23, -1.58, 1.60], [3.23, -0.92, 2.77], [2.12, -2.33, 1.57], [3.12, -0.68, 0.64], [7.09, -2.70, 3.64], [7.97, -3.98, 2.77], [7.31, -2.58, 1.91], [5.67, -4.74, 3.32], [5.84, -4.60, 1.58], [-4.36, -2.01, 7.41], [-3.33, -0.93, 7.17], [-3.95, 0.32, 6.81], [-4.46, 1.02, 7.81], [-4.44, 0.71, 8.96], [-5.05, 2.34, 7.29], [-5.82, 2.15, 6.22], [-4.07, 3.20, 6.95], [-5.80, 2.93, 8.21], [-5.01, -2.11, 6.54], [-3.88, -2.96, 7.60], [-5.00, -1.76, 8.26], [-2.69, -1.20, 6.33], [-2.68, -0.79, 8.03], [-1.53, -5.56, -9.52], [-1.24, -4.68, -8.33], [-2.48, -4.25, -7.71], [-3.10, -5.14, -6.96], [-2.74, -6.26, -6.74], [-4.41, -4.54, -6.43], [-5.06, -3.89, -7.40], [-4.24, -3.68, -5.40], [-5.23, -5.48, -5.97], [-2.19, -5.05, -10.22], [-0.60, -5.82, -10.03], [-2.03, -6.48, -9.22], [-0.73, -3.77, -8.64], [-0.60, -5.18, -7.60]], "mulliken_charge": [-1.27, 0.36, -1.32, -0.17, -1.03, -0.97, 0.01, -1.14, -1.06, 0.90, -1.62, 0.43, -1.08, -0.89, 0.67, -1.09, 0.18, -0.33, 1.06, -0.66, 0.12, -0.46, 0.62, 0.30, -0.36, -0.51, -0.64, -0.62, -0.13, 0.32, 0.35, 0.32, 0.36, 0.38, 0.38, 0.43, -0.16, 0.54, 0.37, 0.55, 0.30, 0.13, 0.51, 0.40, 0.41, 0.33, 0.42, -0.61, 0.30, 0.61, 0.36, 0.41, 0.43, 0.47, 0.33, -0.13, 0.27, 0.34, 0.33, 0.48, 0.46, 0.34, -0.90, -0.18, -0.34, 0.34, -0.48, 0.91, -0.26, -0.27, -0.24, 0.32, 0.16, 0.35, 0.37, 0.24, -1.10, -0.21, -0.31, 0.35, -0.53, 0.92, -0.27, -0.26, -0.25, 0.30, 0.37, 0.32, 0.31, 0.32, -1.00, -0.33, -0.34, 0.40, -0.55, 0.89, -0.27, -0.26, -0.21, 0.26, 0.41, 0.35, 0.38, 0.26, -0.96, -0.41, -0.30, 0.34, -0.51, 0.92, -0.26, -0.27, -0.22, 0.30, 0.38, 0.33, 0.34, 0.33, -1.09, -0.23, -0.32, 0.24, -0.48, 1.01, -0.27, -0.28, -0.22, 0.29, 0.39, 0.29, 0.35, 0.30, -1.06, -0.28, -0.25, 0.28, -0.53, 0.98, -0.26, -0.25, -0.25, 0.31, 0.34, 0.35, 0.33, 0.31, -1.20, 0.05, -0.31, 0.38, -0.51, 0.83, -0.26, -0.23, -0.24, 0.31, 0.39, 0.35, 0.13, 0.32], "total_energy_ev": -165173.003, "charge": 0}

---

Entry 2:
{"formula": "C32H36N8O4", "method": "wB97M-V/def2-TZVPD", "elements": ["C", "N", "O", "O", "H", "H", "H", "C", "N", "O", "O", "H", "H", "H", "C", "C", "C", "N", "C", "C", "H", "H", "H", "H", "H", "C", "C", "C", "N", "C", "C", "H", "H", "H", "H", "H", "C", "C", "C", "N", "C", "C", "H", "H", "H", "H", "H", "C", "C", "C", "N", "C", "C", "H", "H", "H", "H", "H", "C", "C", "C", "N", "C", "C", "H", "H", "H", "H", "H", "C", "C", "C", "N", "C", "C", "H", "H", "H", "H", "H"], "coordinates": [[10.03, -9.79, 22.84], [11.10, -9.06, 23.65], [11.56, -8.03, 23.13], [11.42, -9.50, 24.75], [9.84, -10.75, 23.43], [10.37, -9.95, 21.78], [9.17, -9.13, 22.80], [8.97, -7.10, 20.52], [7.53, -7.48, 20.82], [7.34, -8.09, 21.88], [6.68, -7.08, 20.06], [9.08, -6.11, 21.00], [9.04, -7.02, 19.44], [9.52, -7.97, 20.91], [8.62, -5.85, 24.95], [8.53, -4.49, 24.78], [9.45, -3.67, 25.38], [10.47, -4.15, 26.07], [10.52, -5.48, 26.30], [9.65, -6.35, 25.74], [7.85, -6.49, 24.52], [7.70, -4.10, 24.13], [9.45, -2.58, 25.38], [11.31, -5.74, 26.98], [9.71, -7.36, 25.83], [6.94, -1.59, 20.15], [7.88, -1.90, 21.11], [8.03, -3.23, 21.53], [7.46, -4.26, 20.97], [6.46, -3.96, 20.15], [6.19, -2.68, 19.67], [6.84, -0.56, 19.72], [8.69, -1.24, 21.41], [8.88, -3.44, 22.20], [5.97, -4.83, 19.76], [5.38, -2.53, 19.01], [13.00, -9.87, 17.24], [12.30, -9.13, 16.25], [11.56, -7.99, 16.60], [11.44, -7.59, 17.86], [12.17, -8.23, 18.78], [13.01, -9.35, 18.51], [13.53, -10.78, 17.04], [12.37, -9.41, 15.24], [11.02, -7.36, 15.83], [12.05, -7.84, 19.79], [13.63, -9.77, 19.32], [11.94, -5.19, 21.21], [12.05, -4.16, 20.28], [12.25, -2.88, 20.73], [12.30, -2.54, 22.01], [12.20, -3.47, 22.95], [12.06, -4.83, 22.58], [11.87, -6.19, 20.89], [11.90, -4.30, 19.25], [12.45, -2.16, 20.00], [12.35, -3.11, 23.94], [11.90, -5.55, 23.43], [7.56, -11.08, 18.63], [8.97, -11.15, 18.39], [9.70, -12.17, 19.02], [9.17, -13.05, 19.88], [7.84, -12.97, 20.07], [7.03, -12.02, 19.49], [6.96, -10.32, 18.13], [9.34, -10.48, 17.64], [10.75, -12.28, 18.72], [7.33, -13.66, 20.80], [5.97, -11.97, 19.61], [3.50, -8.26, 18.91], [3.96, -8.72, 20.12], [4.13, -10.12, 20.35], [3.68, -11.00, 19.51], [3.23, -10.58, 18.35], [3.05, -9.23, 18.04], [3.32, -7.22, 18.64], [4.24, -8.02, 20.88], [4.50, -10.44, 21.35], [2.97, -11.46, 17.70], [2.54, -8.98, 17.11]], "mulliken_charge": [-0.56, 0.89, -0.46, -0.54, 0.29, 0.16, 0.23, 0.13, 1.11, -0.64, -0.50, -0.01, 0.26, -0.38, -0.19, -0.18, -0.33, -0.55, -0.49, -0.51, 0.47, 0.41, 0.39, 0.38, 0.59, -0.29, -0.86, -0.19, 0.04, -0.28, -0.60, 0.34, 0.37, 0.62, 0.42, 0.42, -0.30, -0.43, -0.33, -0.20, -0.17, -0.83, 0.46, 0.43, 0.32, 0.50, 0.35, 0.90, -0.38, -0.46, -0.63, -0.61, -0.22, -0.07, 0.49, 0.40, 0.55, 0.23, -0.37, -0.20, -0.32, -0.57, -0.43, -0.11, 0.46, 0.41, 0.36, 0.31, 0.43, -0.31, -0.26, -0.09, -0.56, -0.29, -0.33, 0.41, 0.37, 0.36, 0.33, 0.37], "total_energy_ev": -53870.528, "charge": 0}

---

Entry 3:
{"formula": "C8H9ClO", "method": "wB97M-V/def2-TZVPD", "elements": ["C", "C", "C", "C", "C", "C", "C", "C", "O", "Cl", "H", "H", "H", "H", "H", "H", "H", "H", "H"], "coordinates": [[1.28, -1.30, -0.47], [0.41, -1.05, -1.67], [0.77, -1.37, 0.77], [-0.83, -0.50, -1.44], [-0.71, -1.15, 0.98], [0.88, 1.91, 0.55], [-0.58, 1.84, 0.27], [-1.30, -0.29, -0.14], [0.45, 2.16, -0.70], [-2.96, 0.02, 0.18], [2.33, -1.40, -0.68], [0.91, -1.00, -2.65], [1.35, -1.52, 1.65], [-1.55, 0.03, -2.06], [-1.33, -2.11, 1.01], [-0.85, -0.75, 2.00], [1.22, 2.72, 1.15], [1.53, 0.96, 0.65], [-1.03, 2.80, 0.60]], "mulliken_charge": [-0.10, -0.45, -0.76, -0.32, -0.63, -0.30, -0.16, 0.46, -0.37, -0.17, 0.37, 0.31, 0.39, 0.29, 0.37, 0.33, 0.33, 0.08, 0.33], "total_energy_ev": -23006.234, "charge": 0}

---

Entry 4:
{"formula": "C3H6BrCl2O4P", "method": "wB97M-V/def2-TZVPD", "elements": ["C", "C", "Cl", "C", "Cl", "O", "P", "O", "O", "O", "Br", "H", "H", "H", "H", "H", "H"], "coordinates": [[0.36, -0.62, 2.36], [-0.88, -0.52, 1.49], [-1.31, -2.13, 0.88], [-0.83, 0.49, 0.32], [0.19, 1.89, 0.76], [-0.39, -0.16, -0.85], [0.14, 0.65, -2.10], [-0.57, 1.87, -2.46], [0.09, -0.50, -3.19], [1.71, 0.95, -1.85], [2.70, -0.54, -1.41], [1.27, -0.67, 1.78], [0.39, 0.21, 3.06], [0.27, -1.52, 2.96], [-1.70, -0.18, 2.12], [-1.82, 0.90, 0.16], [0.35, -0.10, -4.03]], "mulliken_charge": [-1.31, 0.22, -0.18, -0.17, -0.14, 0.00, 0.85, -0.61, -0.48, -0.35, 0.10, 0.27, 0.37, 0.43, 0.30, 0.38, 0.32], "total_energy_ev": -115776.296, "charge": 0}